Computed, not measured: C46H54CsO5PSSe as an isolated structure in a non-equilibrium geometry, with ωB97M-V with the def2-TZVPD basis set.

The calculation puts the energy above the lowest of the compared OMol25 structures with the same formula, charge and spin at 157.9 kJ/mol. The total energy is -144837.6922 eV. As for the spin multiplicity: 1. The total charge is -2. The maximum force is 0.052 Eh/bohr. The orbital gap comes out at 5.047 eV.

The geometry in XYZ format:
```
109
Properties=species:S:1:pos:R:3:forces:R:3
Cs 0.11570 -0.86345 -0.76325 0.1 0.8 -1.6
C -4.68906 6.26507 -1.46732 -0.1 0.0 -0.1
C -3.37766 5.97257 -0.72541 0.0 -0.1 0.0
C -2.30354 6.89874 -1.29338 0.1 0.1 0.0
C -3.57173 6.32225 0.75693 0.0 0.0 0.1
C -2.98939 4.50131 -0.86298 0.0 -0.1 -0.1
C -1.79437 4.07457 -1.43339 0.0 -0.1 0.0
C -1.46799 2.72689 -1.51111 -0.1 0.1 0.1
Se 0.23083 2.12374 -2.15566 0.1 0.9 -0.3
C 1.26808 2.36691 -0.54490 0.2 -0.1 -0.1
C 1.04736 3.37155 0.36025 -0.1 0.0 0.0
C 1.81916 3.47992 1.52326 0.0 0.1 -0.1
C 2.82396 2.53841 1.69701 0.1 -0.1 0.0
C 3.09710 1.49550 0.80134 -0.1 0.1 0.1
C 2.31394 1.38946 -0.39276 0.0 -0.3 -0.2
O 2.41979 0.46210 -1.27378 0.9 0.6 0.0
C 4.21135 0.50419 1.20600 -0.1 0.1 -0.1
C 5.52960 1.27481 1.36919 0.1 0.0 0.0
C 3.86262 -0.14943 2.55232 -0.1 0.0 0.1
C 4.47728 -0.64183 0.21849 0.0 0.0 0.0
C 1.49358 4.58577 2.52620 0.0 -0.1 0.0
C 0.03416 4.44281 2.98601 0.0 0.0 0.0
C 2.39050 4.52625 3.76012 0.0 0.0 0.1
C 1.66973 5.96447 1.87437 0.0 0.0 -0.1
C -2.35116 1.69637 -1.06556 0.1 -0.2 -0.1
O -2.03122 0.46398 -1.19466 -1.3 0.8 0.1
C -3.58668 2.13941 -0.45828 0.1 0.2 0.0
C -3.84724 3.49875 -0.38177 0.0 -0.1 0.0
C -4.56006 1.09455 0.09339 0.1 0.0 -0.1
C -4.99458 0.15581 -1.04395 -0.1 0.0 0.0
C -5.81783 1.73119 0.68201 -0.1 0.0 0.1
C -3.89627 0.27053 1.20943 0.0 0.0 0.0
H -4.96090 7.32317 -1.36813 0.0 0.0 0.0
H -5.51232 5.66448 -1.07189 0.1 0.0 0.0
H -4.59027 6.03078 -2.53061 0.0 0.0 0.0
H -2.62164 7.94043 -1.18054 0.0 0.0 0.0
H -2.12835 6.70975 -2.35556 0.0 0.0 0.0
H -1.35013 6.77639 -0.77287 0.0 0.0 0.0
H -3.84790 7.37744 0.87660 0.0 0.0 0.0
H -2.65076 6.13721 1.31605 0.0 0.0 0.0
H -4.35803 5.71226 1.20758 0.0 0.0 0.0
H -1.07219 4.78745 -1.81348 0.0 0.0 0.0
H 0.22987 4.06299 0.17952 0.0 0.0 0.0
H 3.42706 2.58834 2.59855 0.0 0.0 0.0
H 5.44705 2.06883 2.11581 0.0 0.0 0.0
H 5.81982 1.73644 0.42129 0.0 0.0 0.0
H 6.33294 0.59618 1.68230 0.0 0.0 0.0
H 3.74366 0.59218 3.34673 0.0 0.0 0.0
H 4.65645 -0.84525 2.85118 0.0 0.0 0.0
H 2.92928 -0.71277 2.47987 0.0 0.0 0.0
H 4.72185 -0.28726 -0.78034 0.0 0.1 0.0
H 3.61794 -1.30126 0.10488 0.0 0.0 0.1
H 5.31834 -1.22886 0.61785 -0.1 0.0 -0.1
H -0.11820 3.47452 3.46938 0.0 0.0 0.0
H -0.65810 4.49462 2.14269 0.0 0.0 0.0
H -0.23226 5.23519 3.69620 0.0 0.0 0.0
H 2.29349 3.56977 4.28080 0.0 0.0 0.0
H 2.10615 5.32265 4.45623 0.0 0.0 0.0
H 3.44488 4.66183 3.50103 -0.1 0.0 0.0
H 1.03276 6.06436 0.99219 0.0 0.0 0.0
H 2.70554 6.10612 1.55293 0.0 0.0 0.0
H 1.40644 6.76411 2.57739 0.0 0.0 0.0
H -4.77880 3.81290 0.08188 0.1 0.0 0.0
H -5.54567 0.71951 -1.80508 0.0 0.0 0.0
H -5.65190 -0.63193 -0.65615 0.0 0.0 0.0
H -4.12262 -0.30348 -1.50622 0.0 0.0 0.0
H -6.36311 2.32825 -0.05604 0.0 0.0 0.0
H -5.59121 2.37404 1.53870 0.0 0.0 0.0
H -6.48209 0.93342 1.02918 0.0 0.0 0.0
H -3.04044 -0.28364 0.83206 0.0 0.0 0.0
H -4.61532 -0.44492 1.62597 0.0 0.0 0.0
H -3.55734 0.92525 2.01829 0.0 0.0 0.0
O -1.27306 -3.11653 2.51196 0.0 -0.3 0.0
S -0.76879 -3.45988 1.20040 -0.1 -0.4 -0.1
O -1.77550 -3.57353 0.15353 0.0 0.2 0.1
O 0.40218 -2.68663 0.79233 0.4 -1.8 1.9
C -0.05715 -5.09358 1.26084 0.2 -0.3 -0.1
C -0.07159 -5.80766 2.44929 0.0 -0.1 -0.1
C 0.52554 -7.06166 2.51417 0.0 0.0 0.0
C 1.14366 -7.59366 1.39327 0.0 0.1 -0.1
C 1.15894 -6.86906 0.20490 0.1 -0.1 0.0
C 0.56450 -5.61872 0.11152 -0.2 0.4 0.0
P 0.59075 -4.64900 -1.50095 0.1 -0.2 0.2
C 2.38554 -4.71962 -1.89696 0.0 0.0 0.1
C 3.32549 -4.48488 -0.89066 0.0 0.0 0.0
C 4.67038 -4.32599 -1.19662 -0.1 0.0 0.0
C 5.10537 -4.40028 -2.51336 -0.1 0.0 0.0
C 4.17926 -4.61587 -3.52492 0.0 0.0 0.1
C 2.83288 -4.76248 -3.21726 0.0 0.0 -0.1
C -0.13299 -5.94696 -2.59982 0.0 -0.1 0.1
C -1.51772 -5.86933 -2.76340 0.0 0.0 0.0
C -2.19639 -6.81184 -3.52612 0.1 0.0 0.0
C -1.50010 -7.83728 -4.15248 0.1 0.0 0.0
C -0.12075 -7.92184 -4.00216 -0.1 0.1 0.0
C 0.55255 -6.98580 -3.22644 0.0 -0.1 0.0
H -0.55490 -5.36323 3.31025 0.0 0.0 0.0
H 0.50925 -7.61948 3.44406 0.0 0.0 0.0
H 1.61691 -8.56767 1.43768 0.0 0.0 0.0
H 1.64978 -7.28952 -0.66719 0.0 0.0 0.0
H 3.00060 -4.39756 0.14039 0.0 0.0 0.0
H 5.37370 -4.11807 -0.39950 0.0 0.0 0.0
H 6.15401 -4.26695 -2.74887 0.0 0.0 0.0
H 4.49859 -4.64974 -4.55937 0.0 0.0 0.0
H 2.12003 -4.89986 -4.02235 0.0 0.0 0.0
H -2.06484 -5.06986 -2.27179 0.1 0.0 0.0
H -3.27151 -6.73520 -3.63364 0.0 0.0 0.0
H -2.02780 -8.56546 -4.75696 0.0 0.0 0.0
H 0.43520 -8.71681 -4.48539 0.0 0.0 0.0
H 1.62806 -7.06308 -3.11279 0.0 0.0 0.0
```
Forces are in eV/Å.

Computed, not measured: C27H37N9O3S2Sc as an isolated structure in a non-equilibrium geometry, with ωB97M-V with the def2-TZVPD basis set.

The calculation puts the energy above the lowest of the compared OMol25 structures with the same formula, charge and spin at 93.0 kJ/mol. The total energy is -90522.5224 eV. As for the spin multiplicity: 1. The total charge is +1. The maximum force is 0.060 Eh/bohr. The orbital gap comes out at 4.758 eV.

The geometry in XYZ format:
```
79
Properties=species:S:1:pos:R:3:forces:R:3
Sc 1.00443 0.04706 -0.87539 0.0 -0.2 -3.1
O -3.23746 0.20184 6.29937 0.1 0.0 0.0
C -3.33859 0.38109 4.96973 0.1 0.0 0.1
O -4.39797 0.63207 4.47792 -0.1 0.0 -0.1
C -2.08284 0.27512 4.13868 -0.1 0.0 0.1
C -2.23642 0.37402 2.76120 -0.1 0.0 -0.1
C -1.14070 0.29627 1.92127 -0.1 0.0 -0.1
C 0.13855 0.12617 2.43992 0.1 0.0 -0.2
C 0.29797 0.02645 3.81699 0.1 -0.1 0.1
C -0.80534 0.09707 4.65460 0.1 0.0 0.0
N 1.21224 0.10670 1.48883 -0.9 0.0 0.2
C 2.41392 0.05354 1.86447 0.8 0.0 0.3
C 3.52350 0.12769 0.90182 0.0 0.0 0.2
C 4.82772 0.07331 1.33950 0.3 0.0 0.2
C 5.85118 0.18137 0.39973 0.0 0.0 0.1
C 5.51342 0.33881 -0.92715 0.0 0.0 -0.1
C 4.16538 0.36556 -1.28887 0.2 0.0 -0.2
N 3.19832 0.26945 -0.38848 0.1 0.0 0.2
H -2.34125 -0.02852 6.56773 0.0 0.0 0.0
H -3.23746 0.51110 2.37044 0.1 0.0 0.0
H -1.26935 0.37787 0.84810 0.0 0.0 0.0
H 1.27076 -0.11858 4.26695 0.0 0.0 0.0
H -0.62791 0.01427 5.72047 0.0 0.0 0.0
H 2.69072 -0.02345 2.91445 0.1 0.0 0.0
H 5.03773 -0.05995 2.39364 0.0 0.0 0.0
H 6.88802 0.13416 0.70622 0.0 0.0 0.0
H 6.27132 0.42143 -1.69444 0.0 0.0 0.0
H 3.82493 0.42899 -2.31765 0.0 0.0 0.0
S 1.53570 -0.44419 -3.13454 -0.2 0.4 1.6
O -0.99342 0.49964 -1.44571 -0.5 0.3 0.5
C -1.84830 0.68178 -2.31269 0.0 0.1 -0.1
C -1.53093 1.15869 -3.68184 -0.1 0.1 -0.1
C -1.59057 2.70707 -3.55128 0.0 0.0 0.0
C -2.82846 3.31258 -2.85458 0.0 -0.1 0.1
C -2.93123 3.05459 -1.33354 0.1 -0.1 0.0
C -3.55410 1.69575 -0.96888 0.1 0.0 -0.1
N -3.17315 0.68080 -1.97414 -0.1 -0.1 0.1
H -2.28556 0.81077 -4.39171 0.0 0.0 0.0
H -0.53817 0.82498 -3.97899 0.1 0.0 0.0
H -1.51881 3.11704 -4.55862 0.0 0.0 0.0
H -0.69497 3.03055 -3.01570 0.0 0.0 0.0
H -3.74471 2.98532 -3.36119 0.0 0.0 0.0
H -2.78149 4.39133 -3.00589 0.0 0.0 0.0
H -3.51270 3.84974 -0.86201 0.0 0.0 0.0
H -1.92253 3.10566 -0.91225 0.0 0.0 0.0
H -4.64072 1.74311 -0.97499 0.0 0.0 0.0
H -3.24585 1.37106 0.02412 0.0 0.0 0.0
H -3.74809 0.77466 -2.79790 0.0 0.0 0.0
S 0.90287 2.82852 -0.57673 0.1 0.0 0.1
C 1.28666 3.17645 1.03494 0.1 -0.1 0.1
N 0.41265 3.36279 2.02560 -0.1 0.1 0.1
C 1.03390 3.70730 3.30474 0.0 0.0 -0.2
C 2.54140 3.64434 2.96156 -0.1 0.0 -0.2
N 2.52122 3.31560 1.53464 0.1 0.0 0.1
H -0.57728 3.27972 1.87592 0.0 0.0 0.0
H 0.75859 2.99095 4.07628 0.0 -0.1 0.0
H 0.73098 4.70034 3.62818 0.0 0.1 0.0
H 3.05864 2.87444 3.53350 0.0 0.0 0.0
H 3.04007 4.59355 3.13911 0.0 0.1 0.0
H 3.33021 3.29383 0.93822 0.0 0.0 0.0
C 0.68521 -5.54818 -3.34003 0.0 0.0 0.0
C -0.64232 -5.58539 -2.58433 0.1 0.1 0.0
C -1.63034 -4.57555 -3.16194 -0.1 0.0 0.0
C -0.42566 -5.39324 -1.07966 0.1 0.1 -0.1
N -0.04652 -4.01591 -0.74560 0.1 -0.3 -0.1
C -0.81644 -2.94847 -0.53762 0.0 -0.1 -0.1
N -0.02768 -1.91956 -0.39785 0.2 0.1 0.1
N 1.23940 -2.37357 -0.55214 -0.3 -0.3 0.6
N 1.24191 -3.63387 -0.74270 -0.1 0.2 -0.1
H 0.51879 -5.69953 -4.40733 0.0 0.0 0.0
H 1.36578 -6.32775 -2.99003 0.0 0.0 0.0
H 1.18095 -4.58081 -3.21938 0.0 0.0 0.0
H -1.08022 -6.58305 -2.67132 0.0 0.0 0.0
H -1.20718 -3.56594 -3.17162 0.0 0.0 0.0
H -2.57658 -4.56171 -2.61049 0.1 0.0 0.0
H -1.85839 -4.83394 -4.19634 0.0 0.0 0.0
H 0.38909 -6.02350 -0.73218 0.0 0.0 0.1
H -1.32204 -5.63070 -0.51032 -0.1 0.1 0.0
H -1.89436 -2.94901 -0.50285 0.1 0.0 0.0
```
Forces are in eV/Å.

Computed, not measured: C4H4O5Yb as an isolated structure in a non-equilibrium geometry, with ωB97M-V with the def2-TZVPD basis set.

The calculation puts the energy above the lowest of the compared OMol25 structures with the same formula, charge and spin at 0.0 kJ/mol. The total energy is -45959.0817 eV. As for the spin multiplicity: 3. The expectation value of S² is 2.005. The total charge is +2. The maximum force is 0.114 Eh/bohr. The orbital gap (spin up / spin down) comes out at 5.441 / 5.613 eV.

The geometry in XYZ format:
```
14
Properties=species:S:1:pos:R:3:forces:R:3
O 1.11223 0.12417 0.24304 -0.6 3.1 0.1
C 2.41812 0.45097 -0.19719 2.5 -5.3 -0.4
O 2.43874 1.71303 -0.36516 -1.3 3.2 0.0
O 3.23380 -0.41964 -0.35966 -1.6 2.2 0.3
C 0.54018 -1.17621 0.03635 -0.6 -1.6 -0.2
C -0.89863 -1.09121 0.40007 0.2 -1.0 0.4
H 1.10324 -1.86677 0.68443 -0.2 0.1 -0.2
H 0.67511 -1.49361 -1.00614 0.2 0.3 0.3
H -1.61965 -1.58163 -0.25407 0.1 0.2 0.2
H -1.14248 -1.00677 1.46129 -0.1 0.1 -0.3
O -3.87503 1.10766 -0.51091 1.0 2.2 0.4
O -1.66944 1.34403 0.05782 0.5 3.0 -0.2
C -2.83465 1.51502 -0.22581 -1.1 -4.1 -0.4
Yb 0.51846 2.38096 0.03595 0.9 -2.4 0.0
```
Forces are in eV/Å.

Computed, not measured: one molecule with the formula C5H7N3O2S in a non-equilibrium geometry, with ωB97M-V with the def2-TZVPD basis set.

The calculation puts the energy above the lowest of the compared OMol25 structures with the same formula, charge and spin at 422.3 kJ/mol. The total energy is -24695.4565 eV. As for the spin multiplicity: 1. The total charge is 0. The maximum force is 0.088 Eh/bohr. The SMILES is CO[C@@]1(O)Nn2ccnc2S1. The orbital gap comes out at 8.849 eV.

The geometry in XYZ format:
```
18
Properties=species:S:1:pos:R:3:forces:R:3
C 0.35750 -1.62336 1.66807 -3.6 -1.3 -2.4
O -0.33236 -0.42152 2.02091 1.6 1.4 -0.1
C -0.84033 0.52112 1.12599 -1.7 -1.8 0.2
O -1.27610 1.55723 1.92748 -0.1 0.7 0.5
N 0.04522 0.99862 0.05091 -0.8 -1.7 1.7
N -0.47988 0.75020 -1.21641 0.7 0.9 -0.6
C 0.16354 0.97402 -2.39670 2.9 0.7 -1.3
C -0.61675 0.45825 -3.38167 -0.9 -0.1 -0.4
N -1.77897 -0.03606 -2.83346 -0.5 -0.6 1.4
C -1.63045 0.13704 -1.54579 -1.5 -0.5 3.2
S -2.43949 -0.27058 0.35898 1.9 0.7 -3.6
H 0.76658 -1.99924 2.55743 1.0 -0.2 1.0
H 1.00156 -1.72051 0.74927 -0.4 1.0 1.1
H -0.56195 -2.28500 1.45703 1.6 0.1 0.0
H -1.85579 1.27475 2.69115 1.2 0.0 -1.4
H 0.27353 1.94313 0.28413 -0.1 0.9 -0.6
H 1.19203 1.41793 -2.54377 -1.5 -0.6 0.7
H -0.50446 0.37140 -4.46981 0.3 0.4 0.8
```
Forces are in eV/Å.